C9H18GaI2N3OP2 | ωB97M-V/def2-TZVPD

The geometry in XYZ format:
```
36
Properties=species:S:1:pos:R:3
C -0.940 2.126 -3.110
H -1.919 1.631 -3.136
C 0.928 -2.857 2.336
H 1.014 -2.059 3.083
I 1.971 1.124 1.539
H -0.204 1.480 -3.606
P -0.438 2.416 -1.403
H -0.134 -3.040 2.132
H 4.029 -1.459 0.567
C 2.093 -4.040 0.013
H 2.690 -4.678 0.687
H 1.123 -4.522 -0.195
C -3.749 -0.008 -0.311
H 1.377 -3.781 2.737
H 1.088 4.103 -2.122
I 1.595 -0.941 -1.338
H -1.311 3.874 0.293
C 1.179 3.206 -1.490
C -5.528 -0.196 1.098
H -2.622 3.223 -0.730
H 3.394 -1.232 2.202
Ga -0.760 0.559 -0.161
C -1.004 -0.251 1.855
H 4.005 -2.852 1.698
H -0.996 3.094 -3.630
N -2.622 0.093 -0.658
H -1.557 4.525 -1.365
H 1.523 3.478 -0.487
H 1.922 2.527 -1.926
H 2.623 -3.903 -0.943
C -1.605 3.630 -0.734
P 1.825 -2.426 0.808
N -4.983 -0.191 -0.099
O -1.359 -0.492 2.919
C 3.478 -1.948 1.375
N -6.128 -0.213 2.105
```

As for the energy above the lowest of the compared OMol25 structures with the same formula, charge and spin: 0.00 kJ/mol. The value obtained for the total energy is -103280.5891 eV. Its total charge is +2.

***

C9H18N2O | ωB97M-V/def2-TZVPD

The geometry in XYZ format:
```
30
Properties=species:S:1:pos:R:3
H 2.881 -0.786 1.346
C 1.810 -0.442 1.519
C -2.124 0.730 1.131
C 1.213 -0.558 0.056
N -0.272 -0.587 0.084
C 1.708 0.581 -0.847
H -0.561 2.801 0.362
H 1.261 0.475 -1.818
H 1.469 -2.700 0.190
H 1.102 -1.916 -1.417
H 0.166 1.804 1.562
H 2.030 2.412 0.376
H 1.318 2.749 -1.195
C 1.287 1.977 -0.342
C -0.941 0.753 0.044
H 1.239 -1.165 2.137
O -2.084 -1.858 -0.117
N -0.870 -1.800 -0.100
H -1.971 -0.114 -1.644
H -2.431 1.807 1.395
H -2.412 1.641 -1.272
C -1.545 0.892 -1.384
H 2.797 -1.974 -0.829
H 1.915 0.692 1.858
H -0.785 1.307 -2.197
C 0.010 1.887 0.444
H 2.799 0.585 -1.038
C 1.699 -1.881 -0.542
H -3.112 0.225 0.747
H -1.741 0.098 2.013
```

As for the energy above the lowest of the compared OMol25 structures with the same formula, charge and spin: 221.97 kJ/mol. The value obtained for the total energy is -14649.5237 eV.

***

C9H18N2O3 | ωB97M-V/def2-TZVPD

The geometry in XYZ format:
```
32
Properties=species:S:1:pos:R:3
C 0.945 -0.610 -3.558
N 0.174 0.041 0.507
H 2.135 -2.287 3.008
H 2.228 1.640 -0.841
H 0.210 -0.874 0.199
H 1.259 0.324 -4.066
H -1.843 -0.651 0.770
H 2.775 -0.767 2.823
H 2.094 -1.457 1.339
H -0.728 1.684 0.129
C 0.481 0.955 -1.699
H 0.685 -1.174 -1.621
C 0.171 0.286 1.860
H 2.258 -0.440 -1.786
O -2.267 -0.648 -0.057
C 1.476 2.031 -1.523
C 1.170 -0.356 -2.135
C -0.488 0.817 -0.482
H -0.246 -2.519 3.145
H 0.605 -0.547 3.859
C -1.809 0.234 -0.874
O -2.547 0.598 -1.754
H 1.676 -1.400 -3.897
C 2.025 -1.431 2.364
H 0.995 2.945 -1.177
O -0.170 1.374 2.267
H -0.237 1.337 -2.410
N -0.442 -1.873 2.393
H -0.153 -0.875 -3.655
H 1.999 2.105 -2.547
H -1.265 -1.337 2.651
C 0.580 -0.837 2.735
```

As for the energy above the lowest of the compared OMol25 structures with the same formula, charge and spin: 223.12 kJ/mol. The value obtained for the total energy is -18746.7037 eV.

***

C9H18N2O3 | ωB97M-V/def2-TZVPD

The geometry in XYZ format:
```
32
Properties=species:S:1:pos:R:3
C 0.821 -2.531 2.418
C 0.016 0.259 -2.469
H 0.727 0.866 0.077
H 1.386 -3.431 2.026
C -0.849 0.034 -1.186
C -0.802 2.524 0.257
H -2.937 -0.785 -1.264
O -1.815 2.855 0.786
H 0.065 -1.773 0.425
H 2.187 -0.247 1.906
C -2.369 0.204 -1.525
H 2.245 -0.106 -3.109
H -0.294 4.251 -0.219
H -0.203 -0.557 -3.128
O 0.016 3.345 -0.419
H 2.389 -1.620 1.022
O -0.365 -0.492 3.296
C 0.612 -1.463 1.442
H -0.214 1.141 -2.966
H 1.819 -0.557 -1.442
H -2.862 1.022 -0.902
H 1.423 -2.101 3.214
H -0.529 -0.899 -0.735
N 1.898 -0.850 1.101
C 1.569 0.137 -2.213
C -0.315 -0.518 2.122
N -0.936 0.385 1.253
H -2.540 0.712 -2.467
H -0.177 -2.871 2.777
H 2.080 1.118 -1.877
H -1.669 0.949 1.664
C -0.380 0.996 0.134
```

As for the energy above the lowest of the compared OMol25 structures with the same formula, charge and spin: 281.47 kJ/mol. The value obtained for the total energy is -18746.0990 eV.

***

C9H18N2O3S | ωB97M-V/def2-TZVPD

The geometry in XYZ format:
```
33
Properties=species:S:1:pos:R:3
H -3.260 0.401 -2.296
N 0.680 -0.038 -0.844
C -3.824 0.571 -1.188
C -1.032 -1.676 -0.066
H 1.961 0.990 1.619
H 3.050 -2.513 -0.006
C 1.837 0.637 -0.575
C 2.835 -0.383 -0.468
H 2.644 2.352 0.515
H -0.738 1.711 0.231
S 0.385 2.680 0.383
H -0.525 -2.364 1.658
C -3.169 0.523 1.087
H 2.095 1.459 -1.545
H -1.269 -0.665 -1.809
H -0.616 -2.712 -0.336
C 1.730 1.583 0.607
C 0.234 -0.944 0.117
H -2.999 -1.520 -1.451
C -2.576 0.423 -0.346
O 4.063 -0.155 -0.108
H -4.087 -0.260 1.119
N -1.509 -1.960 1.312
H 0.057 0.095 -1.582
H -4.491 -0.260 -1.114
C -1.933 -0.902 -0.969
H -4.306 1.551 -1.367
H -2.667 -2.663 1.431
H -2.414 -0.051 1.928
O 2.393 -1.824 -0.654
H -1.730 1.426 -0.164
O 0.765 -1.325 1.186
H -3.442 1.580 1.184
```

As for the energy above the lowest of the compared OMol25 structures with the same formula, charge and spin: 1001.05 kJ/mol. The value obtained for the total energy is -29573.7518 eV.

***

C9H18N5 | ωB97M-V/def2-TZVPD

The geometry in XYZ format:
```
32
Properties=species:S:1:pos:R:3
H 1.472 -0.581 -2.638
N -0.825 -0.737 -0.093
N 1.072 -1.282 1.084
H 0.337 -3.510 1.520
H -0.212 3.441 -0.607
C -0.325 2.792 0.223
N -2.743 -0.841 1.216
H 1.228 -1.860 -1.400
H -0.106 -1.627 -2.612
C 0.977 0.741 -0.423
C -2.057 -0.347 0.135
N -0.974 0.650 -1.989
N 1.773 2.244 1.294
H -1.101 2.133 0.022
C -0.054 -1.650 0.766
C 0.667 -1.128 -2.022
C -0.044 -0.037 -1.183
H -1.066 -3.664 0.297
C -0.563 -3.068 1.181
H -2.349 -1.435 1.945
C 0.910 1.882 0.413
H 1.888 0.294 -0.779
H -0.791 0.475 -2.950
H 3.226 1.842 2.589
H 3.844 1.702 0.944
H 2.765 0.370 1.563
H -1.212 -3.077 2.095
H -2.497 0.358 -0.494
H -3.776 -0.746 1.134
H -0.230 3.391 1.140
H -0.922 1.606 -1.820
C 2.892 1.477 1.633
```

As for the energy above the lowest of the compared OMol25 structures with the same formula, charge and spin: 394.10 kJ/mol. The value obtained for the total energy is -17064.6059 eV. Its total charge is +1.

***

> total energy of number 1 (C9H18GaI2N3OP2)?

-103280.5891 eV

***

> The lowest total energy belongs to which entry?

C9H18GaI2N3OP2

***

> The lowest total energy belongs to which entry?

C9H18GaI2N3OP2